Entry 1:
C17H21N3O4S | wB97M-V/def2-TZVPD

Geometry as XYZ:
```
46
C17H21N3O4S, DFT wB97M-V/def2-TZVPD
C -3.35 -3.03 -0.40
C -3.41 -1.66 0.15
C -3.07 -0.45 -0.38
C -3.24 0.45 0.71
N -3.02 1.81 0.77
C -2.05 2.56 0.16
O -2.01 3.76 0.30
C -1.05 1.82 -0.67
C -0.69 2.33 -1.91
C 0.21 1.65 -2.72
C 0.75 0.45 -2.29
C 0.42 -0.03 -1.04
S 1.05 -1.63 -0.49
O 1.39 -2.39 -1.65
O 0.09 -2.17 0.43
N 2.44 -1.33 0.36
C 3.60 -0.96 -0.43
C 3.91 0.53 -0.29
C 4.29 0.86 1.17
C 3.93 2.30 1.50
C 3.60 -0.13 2.13
C 2.25 -0.57 1.58
C -0.45 0.65 -0.21
N -3.69 -0.19 1.76
O -3.79 -1.49 1.42
H -4.00 -3.69 0.17
H -3.64 -3.04 -1.45
H -2.32 -3.39 -0.32
H -2.75 -0.24 -1.38
H -3.57 2.30 1.47
H -1.14 3.25 -2.24
H 0.47 2.05 -3.69
H 1.41 -0.13 -2.92
H 3.38 -1.23 -1.46
H 4.46 -1.56 -0.10
H 3.03 1.10 -0.58
H 4.73 0.80 -0.96
H 5.37 0.74 1.29
H 4.39 2.98 0.78
H 4.27 2.57 2.49
H 2.85 2.45 1.46
H 3.45 0.35 3.10
H 4.22 -1.01 2.28
H 1.62 0.31 1.40
H 1.73 -1.22 2.28
H -0.68 0.23 0.76
```

* LUMO: 0.0064 Ha
* E_HOMO: -9.43 eV
* 2S+1: 1
* energy relative to the best compared isomer or geometry (same formula, charge and spin): 74.8 kcal per mole
* HOMO-LUMO gap: 9.60 eV
* electronic energy: -1523.79008 Ha

=====

Entry 2:
C2H3ClO2 | wB97M-V/def2-TZVPD

Geometry as XYZ:
```
8
C2H3ClO2, DFT wB97M-V/def2-TZVPD
C 1.34 0.57 -0.16
C 0.63 -0.61 -0.02
O -0.52 -0.79 -0.46
O -2.37 -0.15 0.79
Cl -3.45 0.35 -0.20
H 2.38 0.64 0.12
H 0.85 1.45 -0.54
H 1.14 -1.45 0.48
```

* LUMO (alpha / beta): -0.1314 / -0.1321 Ha
* E_HOMO (alpha / beta): -8.41 / -8.37 eV
* 2S+1: 1
* energy relative to the best compared isomer or geometry (same formula, charge and spin): 166.3 kcal per mole
* HOMO-LUMO gap (alpha / beta): 4.83 / 4.77 eV
* electronic energy: -688.41914 Ha

=====

Entry 3:
C2H6O2S2 | wB97M-V/def2-TZVPD

Geometry as XYZ:
```
12
C2H6O2S2, DFT wB97M-V/def2-TZVPD
O -2.10 -0.68 0.98
C -1.34 -1.53 1.41
O -0.12 -1.43 1.91
H -1.55 -2.60 1.18
H 0.21 -0.67 1.39
C -0.17 1.28 -1.36
S 1.14 -0.06 -1.65
S 2.31 -0.11 0.13
H 0.28 2.14 -1.86
H -1.05 0.94 -1.91
H -0.45 1.59 -0.28
H 2.84 1.13 0.05
```

* LUMO: 0.0048 Ha
* E_HOMO: -9.30 eV
* 2S+1: 1
* energy relative to the best compared isomer or geometry (same formula, charge and spin): 18.2 kcal per mole
* HOMO-LUMO gap: 9.43 eV
* electronic energy: -1026.63366 Ha

=====

Entry 4:
C16H32BrClN5O3PSbTl | wB97M-V/def2-TZVPD

Geometry as XYZ:
```
61
C16H32BrClN5O3PSbTl, DFT wB97M-V/def2-TZVPD
Tl -1.94 0.10 1.75
Br -4.18 3.56 1.56
C -5.07 2.09 0.76
C -6.31 2.30 0.18
C -6.94 1.21 -0.39
C -6.32 -0.03 -0.36
C -5.08 -0.13 0.24
N -4.46 0.93 0.80
H -6.76 3.28 0.17
H -7.91 1.32 -0.86
H -6.78 -0.91 -0.79
H -4.52 -1.06 0.25
Cl -1.97 -1.35 -0.58
C -0.36 -6.39 0.09
Sb 0.03 -4.26 0.02
C 1.76 -4.45 1.32
C -1.23 -3.85 1.71
H -0.20 -6.80 1.08
H 0.29 -6.90 -0.62
H -1.40 -6.58 -0.21
H 1.47 -4.99 2.22
H 2.12 -3.46 1.61
H 2.57 -4.99 0.83
H -0.97 -4.53 2.53
H -2.28 -3.96 1.44
H -1.06 -2.82 2.03
C 3.69 -2.10 -0.60
O 3.01 -0.94 -0.13
P 1.36 -0.93 -0.18
O 1.09 -0.14 -1.58
C 0.61 -0.90 -2.71
O 1.15 0.39 0.75
C 1.74 0.44 2.05
H 4.35 -1.81 -1.42
H 3.00 -2.86 -0.97
H 4.28 -2.53 0.20
H -0.09 -1.67 -2.39
H 1.44 -1.34 -3.25
H 0.09 -0.20 -3.36
H 1.42 -0.41 2.66
H 1.40 1.36 2.51
H 2.83 0.44 1.98
C 3.28 2.68 -1.48
C 2.94 4.04 -0.89
C 3.39 4.14 0.57
C 1.46 4.38 -1.08
N 0.52 3.48 -0.40
C -0.33 2.58 -0.90
N -1.05 2.07 0.07
N -0.59 2.69 1.20
N 0.33 3.54 0.93
H 4.36 2.50 -1.43
H 2.97 2.60 -2.53
H 2.79 1.88 -0.92
H 3.47 4.81 -1.46
H 2.96 3.33 1.16
H 3.10 5.08 1.02
H 4.48 4.05 0.62
H 1.21 4.33 -2.14
H 1.25 5.38 -0.73
H -0.41 2.33 -1.94
```

* LUMO: 0.0189 Ha
* E_HOMO: -7.51 eV
* 2S+1: 1
* energy relative to the best compared isomer or geometry (same formula, charge and spin): 1.9 kcal per mole
* HOMO-LUMO gap: 8.03 eV
* electronic energy: -4916.67639 Ha

=====

Entry 5:
C24H43Cl2CoN4O5Si | wB97M-V/def2-TZVPD

Geometry as XYZ:
```
80
C24H43Cl2CoN4O5Si, DFT wB97M-V/def2-TZVPD
C -2.10 -0.61 -4.32
C -1.31 -1.65 -3.61
H -1.42 0.09 -4.83
H -2.73 -0.05 -3.61
H -2.74 -1.09 -5.07
C -0.88 -2.76 -4.23
C -0.86 -2.94 -5.71
H -0.49 -3.62 -3.66
H -0.36 -2.10 -6.23
H -1.85 -3.05 -6.16
H -0.31 -3.85 -5.95
Co -1.68 2.35 1.81
Cl -3.46 3.04 2.75
C 0.92 -2.02 1.96
O 2.12 -2.14 1.63
N 0.40 -2.73 2.99
C 1.23 -3.73 3.64
C -1.03 -2.74 3.22
H 0.21 -1.34 1.47
H 2.25 -3.34 3.73
H 1.23 -4.67 3.06
H 0.81 -3.92 4.63
H -1.44 -1.76 2.98
H -1.22 -2.95 4.27
H -1.52 -3.51 2.60
H 1.46 2.50 4.96
H -0.75 2.80 5.90
C 1.36 3.37 4.30
C -0.84 3.74 5.35
N -0.04 3.68 4.15
H 1.76 3.15 3.30
C -0.49 4.16 2.97
O 0.17 4.21 1.91
H -1.90 3.91 5.09
H -1.52 4.57 3.08
H 1.89 4.24 4.72
H -0.51 4.57 6.00
H 1.72 1.03 -2.80
H 2.34 -1.78 -2.49
C 2.74 0.97 -2.38
C 3.15 -1.41 -1.84
N 2.87 -0.06 -1.38
H 3.01 1.94 -1.93
C 2.64 0.21 -0.08
O 2.54 1.32 0.45
H 3.27 -2.06 -0.95
H 2.58 -0.70 0.53
H 3.42 0.72 -3.20
H 4.08 -1.42 -2.42
O 0.00 -0.34 -2.06
C -0.93 -1.28 -2.15
C 0.26 -3.31 -1.08
C -0.88 -2.53 -1.25
H 1.19 -3.03 -1.58
C 0.22 -4.48 -0.31
H -1.83 -0.76 -1.79
C -2.08 -2.92 -0.63
H 1.12 -5.09 -0.20
C -1.00 -4.90 0.24
C -2.15 -4.11 0.08
H -2.96 -2.28 -0.80
H -1.05 -5.83 0.79
H -3.12 -4.42 0.49
Si -0.40 3.20 -1.42
Cl -0.95 1.49 0.02
C 1.27 3.83 -0.87
C -1.64 4.50 -0.81
C -0.60 2.91 -3.24
H 1.78 3.15 -0.18
H 1.12 4.78 -0.35
H 1.95 4.03 -1.71
H 0.27 2.46 -3.73
H -0.74 3.92 -3.67
H -1.49 2.31 -3.48
H -2.69 4.18 -0.80
H -1.57 5.37 -1.48
H -1.39 4.84 0.21
O 0.55 0.20 4.61
C -0.13 0.60 3.70
N -0.84 0.98 2.81
```

* LUMO (alpha / beta): 0.0162 / -0.0724 Ha
* E_HOMO (alpha / beta): -8.63 / -8.63 eV
* 2S+1: 5
* energy relative to the best compared isomer or geometry (same formula, charge and spin): 0.0 kcal per mole
* HOMO-LUMO gap (alpha / beta): 9.07 / 6.66 eV
* electronic energy: -4128.17988 Ha
* <S²>: 6.013

=====

Entry 6:
C18H35As3N2OOsS | wB97M-V/def2-TZVPD

Geometry as XYZ:
```
61
C18H35As3N2OOsS, DFT wB97M-V/def2-TZVPD
Os -0.78 1.13 -1.17
C -1.31 -2.14 0.21
As -1.00 -0.32 0.80
C -2.50 0.09 1.96
C 0.49 -0.34 2.07
C 1.95 -0.69 1.67
C 2.79 -0.42 2.93
C 2.48 0.25 0.57
As 1.59 0.50 -1.15
C 2.68 1.88 -1.95
C 1.91 -1.07 -2.25
C 2.06 -2.19 1.30
As 3.86 -3.01 1.38
C 4.39 -3.59 3.14
C 3.95 -4.47 0.13
H -1.29 -2.80 1.08
H -0.57 -2.46 -0.51
H -2.30 -2.20 -0.24
H -2.53 -0.61 2.79
H -3.42 0.00 1.38
H -2.39 1.10 2.34
H 0.16 -1.01 2.86
H 0.49 0.66 2.50
H 2.66 0.60 3.28
H 3.86 -0.55 2.72
H 2.51 -1.09 3.74
H 3.52 -0.02 0.31
H 2.53 1.26 0.98
H 3.62 1.44 -2.30
H 2.90 2.65 -1.21
H 2.17 2.32 -2.80
H 2.95 -1.39 -2.14
H 1.76 -0.80 -3.30
H 1.24 -1.89 -2.00
H 1.69 -2.41 0.29
H 1.47 -2.79 2.00
H 4.52 -2.73 3.80
H 5.33 -4.13 3.03
H 3.62 -4.26 3.53
H 3.64 -4.15 -0.85
H 3.31 -5.28 0.49
H 4.99 -4.82 0.10
O -0.94 1.51 -3.36
H -1.25 2.31 -3.82
H -0.95 0.79 -4.00
N -1.16 4.31 -0.15
C -2.33 3.85 -0.55
N -2.49 2.57 -1.01
C -3.78 2.36 -1.35
C -4.31 1.14 -1.86
C -5.63 1.09 -2.17
C -6.47 2.22 -1.97
C -5.98 3.43 -1.47
C -4.64 3.48 -1.16
S -3.75 4.84 -0.52
H -0.35 3.71 -0.19
H -1.05 5.26 0.18
H -3.66 0.29 -2.00
H -6.07 0.18 -2.56
H -7.52 2.15 -2.23
H -6.63 4.28 -1.33
```

* LUMO (alpha / beta): -0.4260 / -0.5241 Ha
* total charge: +4
* E_HOMO (alpha / beta): -20.14 / -20.22 eV
* 2S+1: 5
* energy relative to the best compared isomer or geometry (same formula, charge and spin): 5.3 kcal per mole
* HOMO-LUMO gap (alpha / beta): 8.55 / 5.95 eV
* electronic energy: -8086.25157 Ha
* <S²>: 6.040

=====

Entry 7:
C14H29BGeN6O2S2SeTi | wB97M-V/def2-TZVPD

Geometry as XYZ:
```
57
C14H29BGeN6O2S2SeTi, DFT wB97M-V/def2-TZVPD
Ti -2.49 -0.70 0.78
C 1.42 -3.36 1.94
N 1.38 -1.95 2.27
C 2.49 -1.16 2.49
C 2.02 0.05 2.88
N 0.64 0.01 2.88
B -0.27 1.20 3.37
N -0.63 2.06 2.09
C 0.19 3.02 1.54
C -0.51 3.70 0.61
N -1.77 3.16 0.59
C -2.90 3.63 -0.20
C -1.83 2.16 1.51
S -3.29 1.29 1.86
C 0.27 -1.22 2.53
S -1.32 -1.95 2.52
H 2.39 -3.60 1.50
H 0.63 -3.59 1.22
H 1.27 -3.97 2.83
H 3.49 -1.53 2.38
H 2.55 0.94 3.18
H 0.41 1.89 4.08
H -1.25 0.77 3.88
H 1.20 3.15 1.88
H -0.23 4.54 -0.01
H -2.53 4.26 -1.00
H -3.59 4.20 0.42
H -3.44 2.78 -0.62
N -2.55 -2.96 -0.10
N -3.30 -2.86 -1.27
C -4.05 -1.70 -1.45
O -4.80 -1.60 -2.38
O -3.80 -0.77 -0.54
H -1.62 -3.32 -0.32
H -2.97 -3.59 0.58
H -3.62 -3.69 -1.74
C 1.78 0.04 -3.78
Ge 2.39 -0.17 -1.94
C 3.96 0.92 -1.54
C 2.67 -2.05 -1.49
C 0.93 0.43 -0.73
Se -0.72 -0.50 -1.19
C -1.52 0.84 -2.35
H 2.55 -0.33 -4.47
H 1.59 1.08 -4.01
H 0.87 -0.54 -3.95
H 4.81 0.59 -2.14
H 4.23 0.83 -0.49
H 3.77 1.97 -1.77
H 3.27 -2.55 -2.25
H 1.72 -2.57 -1.41
H 3.20 -2.14 -0.53
H 0.73 1.50 -0.76
H 1.17 0.17 0.30
H -0.95 0.87 -3.28
H -1.50 1.80 -1.86
H -2.54 0.52 -2.55
```

* LUMO (alpha / beta): -0.1216 / -0.1107 Ha
* total charge: +1
* E_HOMO (alpha / beta): -11.48 / -11.61 eV
* 2S+1: 2
* energy relative to the best compared isomer or geometry (same formula, charge and spin): 0.0 kcal per mole
* HOMO-LUMO gap (alpha / beta): 8.17 / 8.59 eV
* electronic energy: -7178.89829 Ha
* <S²>: 0.754